1.
14
Properties=species:S:1:pos:R:3:forces:R:3 method="wB97M-V/def2-TZVPD" lumo_energy_ev=3.14 relative_energy_ev=0.8984 total_charge=-1
C -1.6498 0.0997 -2.6096 -0.4260 0.6755 0.3349
S -0.0651 1.0000 -2.5455 0.1541 -0.1038 0.0231
H -1.9154 -0.4644 -1.7038 0.3763 -0.1687 -0.0259
H -2.4526 0.8467 -2.6770 -0.0472 -0.1897 -0.2606
H -1.7161 -0.5621 -3.4687 -0.0464 -0.1611 -0.1133
C 0.9484 -0.6898 0.2424 -0.6955 1.0813 -0.0208
S 0.9343 -1.2412 1.9487 0.3346 -0.3289 0.3359
C 0.8144 0.3919 2.7163 0.4986 -0.0613 -0.5761
H 0.1785 0.0815 0.1564 -0.0176 -0.1048 -0.2085
H 0.6539 -1.4562 -0.4486 0.0156 -0.5221 -0.1465
H 1.8483 -0.1974 -0.1152 0.3325 -0.2487 0.2389
H -0.1536 0.8150 2.5067 -0.4820 0.1426 0.2059
H 1.0350 0.3396 3.7794 -0.1280 -0.0483 0.0065
H 1.5397 1.0367 2.2185 0.1311 0.0379 0.2066

=====

2.
15
Properties=species:S:1:pos:R:3:forces:R:3 method="wB97M-V/def2-TZVPD" lumo_energy_ev=3.41 relative_energy_ev=0.1740 total_charge=-1
S 2.0301 2.4054 2.6869 0.0812 -0.4794 -0.1177
S 0.1252 2.2912 1.8676 -0.2778 0.4113 -0.2530
H 2.2625 1.0630 2.6795 -0.0973 0.2803 0.0560
H 0.3177 0.8778 1.3138 0.2886 -0.2114 0.6189
C 0.0234 0.2355 -1.6626 -0.3567 0.0580 -0.4411
C -0.5403 -1.0942 -1.1900 0.2013 -0.1061 0.9171
C -0.9086 -1.0494 0.3277 -0.1146 -0.7069 -1.0825
S 0.5445 -0.9107 1.3943 -0.0375 0.2960 -0.1322
H -0.7732 0.9852 -1.6084 0.1714 0.1341 0.1142
H 0.3455 0.2106 -2.7088 0.0407 -0.1106 0.0293
H 0.8655 0.5598 -1.0525 -0.0812 -0.0434 0.0816
H -1.4153 -1.3974 -1.7775 -0.0525 0.1591 -0.0209
H 0.1980 -1.8944 -1.2839 0.0803 0.0486 -0.1528
H -1.3980 -2.0033 0.5481 -0.0612 0.0553 0.1085
H -1.6768 -0.2793 0.4659 0.2153 0.2150 0.2746

=====

3.
11
Properties=species:S:1:pos:R:3:forces:R:3 method="wB97M-V/def2-TZVPD" lumo_energy_ev="-1.77 / -3.08" relative_energy_ev=2.7221 total_charge=0
C -0.0900 -1.1597 0.4257 0.2783 -1.4538 0.5984
C -0.7976 0.9863 -0.4063 -1.0618 -0.1630 -1.6940
C 1.3309 -1.0961 0.0148 -0.6934 0.1442 0.2664
N -0.9692 -0.3876 -0.3469 -2.0428 -0.8081 0.4647
N -0.1507 1.5073 0.6250 2.1130 1.5725 3.3130
O -0.4544 -1.9580 1.2697 0.0041 0.4496 -0.4032
O -1.1895 1.6130 -1.3407 -1.1246 1.1772 -1.8414
Br 1.7195 -0.1929 -1.5344 0.7752 0.0326 -0.4365
Br 2.6555 -1.9918 0.9505 -0.4390 0.2534 -0.1750
Br -0.0519 3.3543 0.7912 -0.2918 -1.4974 -0.4692
H -2.0027 -0.6748 -0.4486 2.4829 0.2929 0.3768

=====

4.
12
Properties=species:S:1:pos:R:3:forces:R:3 method="wB97M-V/def2-TZVPD" lumo_energy_ev=0.39 relative_energy_ev=1.0525 total_charge=0
F 2.7380 0.0296 -0.7230 -0.0658 -0.8935 0.6205
C 1.6037 -0.4730 -0.1940 -1.3863 -0.3218 0.6639
F 1.7427 -0.6550 1.1561 0.4741 -0.3548 -0.9192
C 0.4830 0.5701 -0.3346 -2.1133 -0.5458 -2.0820
F 0.3055 1.3420 0.7084 0.3941 0.3995 -0.3020
Br 0.8210 1.5354 -1.9661 -0.4386 0.4039 0.0860
O -0.8737 -0.1912 -0.6897 1.6783 1.1166 2.2564
C -1.7460 -0.1694 0.3681 -0.5034 -1.8542 1.6074
F -2.4993 0.8909 0.4539 -0.4558 1.2259 -0.7862
F -1.1554 -0.2452 1.6074 -0.0491 -0.7136 -1.0495
F -2.6113 -1.2395 0.3134 1.2821 0.8781 -0.5883
H 1.1918 -1.3947 -0.6999 1.1837 0.6596 0.4930

=====

5.
10
Properties=species:S:1:pos:R:3:forces:R:3 method="wB97M-V/def2-TZVPD" lumo_energy_ev=-0.03 total_charge=0
O 0.1589 -0.3412 1.6006 -0.6468 -0.0853 -0.3109
C 0.0587 -0.0463 0.4547 -0.4847 0.0872 0.6447
C -1.5944 -0.0315 -0.1283 0.8323 -0.2265 0.2223
Cl -2.4699 -1.4618 0.5123 0.7284 -0.2326 -0.2550
Cl -1.6812 0.0774 -1.8817 0.2134 -0.0734 0.0305
C 1.6810 0.2562 -0.1334 -3.8161 -1.4202 -1.0453
F 1.7119 1.1924 -1.0919 0.5463 -0.6466 0.6234
F 2.1708 -0.9343 -0.5636 -0.1911 1.2335 -0.0801
F 2.2846 0.5935 0.9501 1.2187 0.8227 0.2789
H -2.3204 0.6957 0.2812 1.5995 0.5411 -0.1086

=====

6.
9
Properties=species:S:1:pos:R:3:forces:R:3 method="wB97M-V/def2-TZVPD" lumo_energy_ev=0.54 relative_energy_ev=1.2904 total_charge=0
C -0.5159 -0.4187 -0.7081 -0.8384 1.1061 2.4901
C 0.2716 -0.6138 0.5725 2.0425 0.4953 -0.4259
C 0.1784 0.7787 0.1380 -2.1537 -0.9734 -1.5559
H 0.0169 -0.3506 -1.6198 0.0280 -1.1389 -0.9429
F -0.2101 -0.8267 1.8040 -0.0729 -1.0626 -0.7727
Cl -2.2545 -0.6388 -0.6759 0.8008 0.1059 -0.2572
Cl 1.9414 -1.0732 0.2422 0.1272 -2.5167 1.2836
Cl 1.4783 1.4062 -0.7320 0.6136 2.4646 -0.6636
Cl -0.9062 1.7368 0.9791 -0.5471 1.5195 0.8445